1.
A cluster of 11 separate species, C41H90F12N11O25S12 in total at a distorted geometry. Source: the OMol25 dataset; level of theory: the ωB97M-V functional and the def2-TZVPD basis.

The total energy is -10075.31098 Eh. For the HOMO energy, the calculation gives -6.2 eV. The value obtained for the gap between HOMO and LUMO is 0.51 eV. The net charge is -1. The calculation puts the lowest unoccupied orbital energy at -5.69 eV.

Last column: Löwdin charge in e.
Positions of all 191 atoms, in Å:
1 C 14.235 -3.214 -6.367  -0.252
2 C 21.577 15.443 -8.278  0.003
3 H 3.050 10.440 -3.943  0.102
4 O 17.531 5.273 -6.308  -0.279
5 H 16.408 -3.001 -6.790  0.085
6 C 18.596 7.129 2.064  -0.104
7 O 13.061 15.076 -2.782  -0.342
8 O 10.804 14.585 -3.845  -0.341
9 H 20.769 16.608 -5.731  0.076
10 N 6.248 -0.244 -0.993  -0.276
11 C 13.032 8.141 -5.604  -0.072
12 H 19.288 6.157 0.300  0.109
13 C 4.556 10.690 -2.450  -0.091
14 F 13.792 4.747 -13.491  -0.204
15 H 5.668 10.232 -7.282  0.131
16 O 6.188 -1.524 -3.327  -0.313
17 H 22.317 14.786 -8.734  0.108
18 H 18.246 5.098 1.051  0.109
19 H 9.352 -1.772 -7.571  0.126
20 F 12.770 13.629 -4.725  -0.263
21 H 15.228 7.184 1.421  0.115
22 H 10.814 4.391 -4.048  0.129
23 H 12.347 5.746 -2.116  0.126
24 N 6.375 5.915 -7.464  -0.299
25 O 19.641 5.227 -5.074  -0.302
26 O 3.988 -0.760 -2.279  -0.281
27 H 10.642 -4.283 -7.764  0.126
28 H 5.299 11.280 -1.914  0.083
29 H 19.048 13.334 -5.373  0.133
30 H 2.884 9.624 -6.672  0.119
31 H 5.939 12.800 -8.565  0.111
32 O 11.815 6.995 4.938  -0.344
33 N 11.720 -3.430 -6.097  -0.225
34 C 10.394 -2.092 -7.611  -0.138
35 F 18.029 6.930 -4.542  -0.262
36 F 5.168 4.851 -5.690  -0.205
37 C 16.627 9.685 0.150  -0.167
38 C 19.723 13.839 -7.451  -0.084
39 C 11.648 -4.629 -5.111  0.042
40 O 10.222 5.602 3.582  -0.284
41 S 12.093 14.066 -3.297  0.434
42 S 18.179 5.375 -5.036  0.584
43 F 13.760 0.311 -12.593  -0.283
44 H 20.324 18.257 -6.355  0.104
45 C 17.581 17.563 -6.616  -0.014
46 H 10.754 -2.168 -8.637  0.118
47 H 10.899 5.714 -6.015  0.125
48 H 7.092 12.194 -7.446  0.118
49 C 3.869 11.130 -3.739  -0.198
50 O 11.823 3.710 5.218  -0.299
51 H 3.829 10.555 -1.649  0.078
52 H 3.579 13.268 -5.403  0.122
53 H 10.500 9.143 -4.821  0.109
54 C 13.893 8.812 -8.042  -0.084
55 H 12.356 5.555 -6.219  0.139
56 C 18.465 15.303 -5.940  -0.155
57 H 12.891 -3.032 -7.892  0.139
58 C 11.761 5.902 -5.374  -0.064
59 H 2.425 11.178 -7.553  0.103
60 H 17.623 18.579 -7.008  0.099
61 H 14.164 -2.161 -6.096  0.109
62 H 16.180 6.254 0.363  0.111
63 O 19.307 17.319 -9.085  0.142
64 H 21.732 16.425 -8.726  0.099
65 H 17.570 7.918 -0.692  0.131
66 H 17.542 15.053 -6.462  0.129
67 C 5.089 11.120 -7.537  -0.062
68 F 11.166 11.655 -0.672  -0.210
69 C 12.186 7.289 -3.411  -0.144
70 H 6.068 13.347 -5.573  0.113
71 O 12.722 4.301 -11.418  -0.291
72 H 13.260 7.179 -3.265  0.136
73 S 5.385 -1.100 -2.197  0.590
74 O 19.153 3.086 -3.229  -0.350
75 H 21.112 5.740 1.962  0.076
76 O 6.802 1.215 -2.869  -0.318
77 H 17.016 10.434 -0.541  0.123
78 H 10.591 -0.197 -6.551  0.129
79 H 18.205 6.920 3.060  0.128
80 H 4.477 10.824 -8.389  0.132
81 C 19.416 14.176 -5.959  -0.187
82 S 13.184 1.727 -11.935  0.437
83 H 10.192 7.961 -6.159  0.103
84 S 12.797 3.783 -12.767  0.541
85 C 16.225 6.750 1.333  0.030
86 C 15.481 -3.332 -7.257  -0.084
87 C 11.192 -1.081 -6.765  -0.100
88 N 13.825 2.512 -13.035  -0.249
89 H 10.990 -4.507 -4.251  0.111
90 F 7.287 1.580 -0.536  -0.275
91 H 11.766 8.125 -2.852  0.142
92 H 19.397 7.868 2.080  0.129
93 H 5.804 11.301 -4.982  0.131
94 N 4.162 11.359 -6.341  -0.263
95 H 4.946 9.675 -2.527  0.086
96 H 12.008 7.928 -7.456  0.101
97 H 20.275 13.654 -10.234  0.109
98 H 9.825 7.638 -4.440  0.108
99 H 9.574 -3.811 -6.468  0.135
100 H 4.817 9.833 -5.231  0.134
101 C 16.385 10.070 1.579  -0.148
102 C 11.608 6.019 -2.868  -0.155
103 H 13.161 8.986 -4.927  0.124
104 C 5.494 13.368 -6.500  -0.147
105 C 11.553 -1.984 -5.540  -0.055
106 H 17.152 17.420 -5.624  0.112
107 O 11.597 3.895 -13.665  -0.316
108 S 5.426 4.818 -7.271  0.373
109 H 16.855 17.120 -7.298  0.093
110 H 20.266 14.366 -5.305  0.114
111 O 5.851 5.757 -10.086  -0.281
112 H 5.518 14.395 -6.863  0.120
113 H 13.800 7.377 -5.491  0.131
114 H 18.836 13.304 -7.791  0.127
115 H 20.037 15.377 -10.629  0.092
116 H 15.309 10.042 1.750  0.119
117 H 21.790 15.307 -7.218  0.082
118 O 7.746 4.388 -9.208  -0.294
119 O 11.765 1.437 -11.955  -0.294
120 H 14.557 -3.753 -5.475  0.112
121 C 12.708 8.663 -7.059  -0.207
122 O 13.851 1.593 -10.612  -0.340
123 S 6.103 1.066 -1.586  0.414
124 H 16.409 5.955 2.056  0.111
125 C 4.792 10.896 -4.994  -0.073
126 N 12.101 12.717 -2.723  -0.289
127 H 17.852 9.247 2.946  0.125
128 F 9.528 7.442 4.880  -0.222
129 C 17.663 8.562 0.183  -0.060
130 H 3.519 13.194 -7.216  0.134
131 H 12.619 4.554 -4.037  0.118
132 H 18.706 8.876 0.213  0.129
133 H 15.428 -2.753 -8.179  0.083
134 H 10.784 -2.209 -4.801  0.135
135 S 10.563 6.218 4.822  0.402
136 H 12.665 -4.854 -4.791  0.089
137 C 10.472 -3.514 -7.011  -0.099
138 H 16.773 11.071 1.769  0.122
139 C 6.025 12.389 -7.559  -0.124
140 H 14.247 7.807 -8.269  0.084
141 C 20.114 14.991 -8.481  -0.406
142 C 20.212 5.125 1.973  -0.085
143 H 18.157 15.323 -4.895  0.143
144 H 18.747 14.306 -9.981  0.096
145 C 18.827 16.678 -6.655  -0.405
146 O 12.200 4.946 7.316  -0.297
147 H 14.632 9.503 -7.636  0.068
148 H 12.146 -0.700 -7.130  0.116
149 N 11.865 7.380 -4.877  -0.228
150 S 17.801 3.388 -3.783  0.428
151 C 4.039 12.878 -6.311  -0.106
152 H 13.655 9.319 -8.977  0.073
153 O 11.137 14.020 -0.522  -0.283
154 H 15.557 -4.364 -7.599  0.075
155 O 4.102 5.023 -7.899  -0.338
156 H 10.593 6.177 -2.502  0.127
157 C 10.529 8.099 -5.132  0.030
158 H 15.628 9.392 -0.172  0.119
159 C 19.800 14.583 -9.921  -0.018
160 H 11.387 -5.460 -5.767  0.099
161 N 19.245 16.257 -8.135  0.179
162 S 11.280 4.516 6.312  0.533
163 H 20.614 13.213 -7.405  0.128
164 C 12.967 -3.653 -7.000  -0.130
165 O 17.480 2.632 -4.978  -0.294
166 H 12.478 -1.675 -5.053  0.118
167 O 5.871 3.442 -7.337  -0.295
168 H 16.182 8.562 3.214  0.144
169 N 17.262 4.818 -3.647  -0.286
170 S 6.803 5.524 -9.036  0.568
171 H 20.337 4.166 1.471  0.087
172 H 19.987 4.980 3.030  0.076
173 C 11.662 5.076 -4.055  -0.119
174 F 16.915 2.801 -2.549  -0.242
175 C 2.771 10.707 -6.633  0.052
176 H 13.013 -4.676 -7.373  0.140
177 O 5.003 1.918 -1.135  -0.303
178 H 2.091 10.946 -5.815  0.094
179 C 16.911 8.932 2.494  -0.069
180 S 10.882 12.992 -1.519  0.588
181 H 3.474 12.145 -3.700  0.100
182 N 10.058 5.568 6.063  -0.273
183 O 9.509 12.829 -1.942  -0.295
184 C 19.969 17.326 -5.913  -0.015
185 H 12.202 9.623 -6.958  0.105
186 N 17.295 7.804 1.533  -0.238
187 F 7.724 6.809 -9.261  -0.231
188 F 10.394 3.459 7.151  -0.216
189 F 5.344 -2.528 -1.411  -0.240
190 H 19.719 17.610 -4.891  0.115
191 C 19.022 5.820 1.302  -0.218


2.
A cluster of 2 separate species, C3H6N3S in total at a distorted geometry. Source: the OMol25 dataset; level of theory: the ωB97M-V functional and the def2-TZVPD basis.

The total energy is -680.04815 Eh. For the HOMO energy, the calculation gives -13.7 eV. Its energy relative to the best compared isomer or geometry (same formula, charge and spin) is 39.4 kcal/mol. The value obtained for the gap between HOMO and LUMO is 9.53 eV. The net charge is +1. The calculation puts the lowest unoccupied orbital energy at -4.21 eV.

Last column: Löwdin charge in e.
Positions of all 13 atoms, in Å:
1 N 2.522 2.277 -0.785  0.190
2 C -0.742 0.384 1.097  -0.008
3 N -0.530 -0.674 0.103  0.017
4 S 1.904 -0.055 -1.968  0.836
5 C 2.367 1.178 -1.208  -0.841
6 H 0.215 0.928 1.132  0.102
7 C -1.406 -1.598 0.078  -0.120
8 N -2.049 -2.595 -0.030  0.328
9 H 3.084 2.756 -0.164  0.078
10 H 0.335 -0.676 -0.587  0.066
11 H -1.234 0.036 2.008  0.109
12 H -1.510 0.998 0.624  0.101
13 H -2.956 -2.959 -0.302  0.144


Number 2 is which compound? C3H6N3S